No. 1
Density functional theory data (wB97M-V/def2-TZVPD) for a cluster of 6 separate species, C40H84BN2O17S in total.

```
145
Properties=species:S:1:pos:R:3:forces:R:3:mulliken_charge:R:1
C 8.562 3.970 0.283 0.4 0.2 0.6 -0.5779
O 9.269 3.317 -0.740 -0.5 -0.1 -0.1 -0.4153
C 8.428 2.754 -1.744 0.7 0.5 -0.4 -0.5347
C 7.289 3.653 -2.219 -0.7 -0.5 -0.2 -0.8372
C 5.857 3.400 -1.659 0.7 0.0 -0.1 -1.0112
C 5.625 2.200 -0.724 -1.2 1.0 0.5 -0.0600
C 4.567 2.612 0.348 0.1 -0.7 -1.0 -1.2597
C 3.671 1.446 0.814 0.8 0.5 0.4 0.3981
C 4.374 0.091 0.939 -1.3 0.0 0.6 -0.6355
C 3.359 -1.012 1.294 0.4 -0.5 -0.9 -1.4924
C 2.230 -1.138 0.237 -0.1 0.1 1.2 -0.1183
C 0.877 -0.815 0.914 0.4 0.1 -1.3 -1.3430
C -0.239 -0.268 0.000 -0.4 -0.4 1.5 0.7389
C -1.208 0.561 0.870 0.5 0.4 0.5 -1.4340
O -1.000 1.961 0.732 0.2 -0.4 -0.5 -0.5765
C -1.428 2.311 -0.568 -0.8 0.5 -0.1 0.7981
C -1.442 3.828 -0.750 -0.4 -0.3 0.7 -0.8616
C -2.429 4.558 0.201 -0.5 -0.3 -0.8 -1.0639
C -3.939 4.179 0.019 0.7 0.4 0.9 -0.7920
C -4.455 3.155 1.061 0.4 0.5 -1.3 -0.5925
S -5.543 1.923 0.311 -1.6 -3.2 2.2 1.1837
O -6.879 2.129 0.775 -0.6 1.7 -0.4 -0.7078
O -5.135 0.583 0.674 1.7 0.8 -0.9 -0.5546
O -5.580 2.012 -1.281 0.7 0.5 0.3 -0.4447
C -0.676 1.549 -1.693 0.0 0.7 0.1 -0.7174
B -1.768 0.971 -2.714 0.1 -0.5 -0.2 1.2152
O -2.493 -0.154 -2.377 0.2 0.3 -0.1 -0.0581
O -2.005 1.630 -3.878 0.1 -0.3 0.0 -0.7829
C -0.840 1.753 -4.722 -0.3 0.3 0.1 -0.6062
N 0.268 0.495 -1.162 -0.3 0.3 -0.8 0.6279
N 0.587 -0.369 -2.291 -0.1 -0.5 0.3 -0.2876
H 9.268 4.127 1.094 0.1 0.0 0.1 0.3253
H 8.200 4.960 0.001 -0.2 0.0 -0.2 0.2437
H 7.736 3.390 0.699 -0.1 -0.2 -0.1 0.1578
H 9.095 2.623 -2.593 0.2 -0.1 0.0 0.3649
H 8.125 1.747 -1.457 -0.3 0.0 0.2 0.3202
H 7.524 4.701 -2.075 0.3 0.1 0.1 0.3718
H 7.240 3.538 -3.300 0.0 -0.1 -0.1 0.4227
H 5.189 3.273 -2.510 -0.1 0.0 -0.1 0.3172
H 5.516 4.318 -1.183 0.1 0.0 0.3 0.3858
H 6.491 1.866 -0.170 0.3 -0.3 -0.3 0.5254
H 5.178 1.393 -1.300 0.4 -0.3 -0.1 0.3116
H 5.091 3.090 1.170 -0.1 0.1 0.2 0.3201
H 3.930 3.340 -0.150 -0.1 0.3 0.3 0.4958
H 2.789 1.438 0.172 0.0 -0.3 -0.2 -0.6093
H 3.309 1.695 1.813 -0.3 0.0 0.0 0.3657
H 5.042 0.177 1.792 0.5 -0.1 -0.2 0.5048
H 4.894 -0.220 0.040 0.3 0.2 -0.1 0.3204
H 3.890 -1.962 1.305 0.1 -0.1 0.2 0.3850
H 2.957 -0.867 2.293 -0.1 0.1 0.1 0.5483
H 2.182 -2.149 -0.157 0.1 -0.1 -0.2 0.6093
H 2.485 -0.471 -0.583 -0.1 0.0 -0.1 -0.0491
H 0.506 -1.751 1.323 -0.2 0.0 0.3 0.2748
H 1.035 -0.125 1.736 0.0 0.2 0.0 0.8972
H -0.838 -1.090 -0.375 0.1 -0.2 -0.5 0.1456
H -0.988 0.336 1.905 0.0 -0.1 0.3 0.9056
H -2.241 0.293 0.701 -0.5 0.0 -0.4 0.0445
H -2.477 1.997 -0.647 -0.2 -0.1 0.1 -0.5427
H -0.440 4.227 -0.608 0.2 0.1 -0.1 0.5294
H -1.769 4.038 -1.768 0.1 0.0 -0.2 0.4068
H -2.149 4.461 1.245 0.2 -0.1 0.1 0.3368
H -2.372 5.614 -0.052 0.2 0.1 0.1 0.5140
H -4.158 3.861 -0.995 0.1 -0.1 -0.1 0.4452
H -4.492 5.097 0.192 -0.2 0.1 -0.2 0.4539
H -3.627 2.694 1.590 0.0 -0.6 -0.3 0.2133
H -5.058 3.631 1.825 -0.4 0.0 -0.1 0.5987
H -6.393 2.485 -1.517 0.0 0.0 0.0 0.3394
H -0.045 2.270 -2.211 0.3 -0.1 0.0 0.2639
H -1.914 -0.920 -2.457 -0.3 -0.4 0.2 0.0000
H -0.148 0.931 -4.546 0.2 0.0 0.0 0.0576
H -0.360 2.713 -4.552 0.2 0.1 -0.1 0.2907
H -1.178 1.693 -5.750 -0.1 0.1 -0.1 0.2606
H 1.124 1.001 -0.941 0.1 -0.2 0.6 0.1973
H 1.561 -0.244 -2.544 0.0 0.2 -0.4 0.3152
H 0.543 -1.345 -1.983 -0.2 0.2 0.1 0.1695
O -1.752 0.964 5.051 0.3 0.1 0.0 -0.6170
C -2.949 1.024 5.126 -0.3 -0.4 0.0 0.8157
O -3.509 1.840 6.027 0.3 0.4 0.1 -0.3545
C -4.912 2.135 6.085 -0.4 -0.2 0.1 -0.2453
C -5.666 1.093 6.883 0.1 -0.2 0.0 -0.8985
C -3.830 0.133 4.286 -0.3 0.4 -0.3 -0.5528
H -5.321 2.273 5.083 0.1 -0.1 0.0 0.1574
H -4.986 3.098 6.587 0.2 0.0 0.0 0.3740
H -5.600 0.107 6.421 -0.1 0.0 -0.1 0.2650
H -6.718 1.364 6.967 0.0 0.0 0.0 0.3945
H -5.245 1.009 7.885 0.0 0.1 0.0 0.2048
H -3.919 -0.839 4.768 0.0 0.0 0.0 0.3836
H -3.364 0.011 3.315 0.2 -0.2 -0.1 -0.1674
H -4.823 0.536 4.102 -0.1 -0.1 0.1 0.2916
O -4.823 2.281 11.449 -0.3 0.0 -0.1 -0.5600
C -3.658 2.360 11.186 0.3 -0.1 0.3 0.7531
O -3.234 1.951 9.975 -0.2 0.0 -0.4 -0.3273
C -1.909 2.167 9.477 0.3 -0.1 0.0 -0.2481
C -0.957 1.083 9.939 0.0 -0.1 0.2 -1.0600
C -2.647 2.824 12.207 0.1 0.5 -0.2 -0.9923
H -1.555 3.168 9.730 0.0 0.0 0.1 0.3335
H -1.997 2.133 8.392 -0.2 0.0 0.0 0.2082
H -0.855 1.073 11.024 0.1 0.1 0.0 0.3130
H 0.031 1.230 9.501 0.0 0.0 0.0 0.3632
H -1.330 0.103 9.643 0.0 0.0 -0.1 0.3062
H -2.376 1.984 12.844 0.0 0.0 0.0 0.2538
H -3.109 3.598 12.815 -0.1 -0.1 0.1 0.3132
H -1.747 3.257 11.776 0.1 -0.2 0.0 0.3319
O 2.069 -0.825 -4.543 0.3 0.2 0.3 -0.5401
C 1.740 -1.450 -5.524 -0.4 -0.1 -0.4 0.6819
O 2.642 -1.700 -6.463 0.4 0.0 0.2 -0.4011
C 2.387 -2.593 -7.562 -0.3 -0.3 -0.5 0.3011
C 1.699 -1.886 -8.711 0.0 0.3 0.1 -1.1862
C 0.311 -1.881 -5.737 -0.1 -0.4 0.2 -0.6565
H 1.837 -3.471 -7.214 0.1 0.3 -0.1 -0.1156
H 3.365 -2.943 -7.890 0.1 0.2 0.2 0.3733
H 0.721 -1.502 -8.419 0.0 -0.1 0.0 0.2631
H 1.565 -2.566 -9.552 0.0 0.0 0.0 0.3764
H 2.291 -1.032 -9.043 0.0 -0.1 0.0 0.3329
H -0.250 -1.051 -6.166 0.0 0.0 0.0 0.2722
H -0.117 -2.139 -4.770 0.0 0.2 0.0 -0.0029
H 0.205 -2.757 -6.370 0.0 0.1 -0.1 0.3819
O -1.416 -3.850 -2.086 0.2 0.3 0.0 -0.5903
C -2.622 -3.890 -2.060 -0.3 -0.2 0.1 0.8669
O -3.261 -3.099 -1.187 0.2 0.4 0.1 -0.1318
C -4.684 -2.861 -1.159 -0.3 0.0 0.1 -0.1705
C -5.424 -3.922 -0.376 0.2 -0.2 0.0 -1.2667
C -3.404 -4.848 -2.918 -0.1 0.3 -0.4 -1.2508
H -5.078 -2.740 -2.169 0.1 -0.1 -0.1 0.4420
H -4.801 -1.897 -0.665 0.2 0.0 0.0 0.0889
H -5.318 -4.907 -0.832 -0.1 0.0 -0.1 0.3419
H -6.484 -3.681 -0.316 0.0 0.0 0.0 0.4031
H -5.022 -3.994 0.635 0.0 0.1 0.0 0.3089
H -3.434 -5.819 -2.425 0.0 0.0 0.0 0.3010
H -2.891 -4.949 -3.872 0.1 -0.1 0.1 0.3358
H -4.417 -4.521 -3.136 -0.1 0.0 0.2 0.3935
O 1.050 -5.020 -6.158 -0.3 -0.1 0.1 -0.6355
C 1.694 -5.865 -5.591 0.3 0.0 0.3 0.7046
O 1.051 -6.802 -4.888 -0.3 -0.1 -0.2 -0.3674
C 1.693 -7.956 -4.328 0.2 -0.1 0.3 -0.4603
C 2.296 -7.655 -2.972 0.0 0.2 0.0 -0.9295
C 3.202 -5.833 -5.585 0.1 -0.3 -0.4 -0.9693
H 2.419 -8.372 -5.026 0.0 0.1 0.0 0.3981
H 0.907 -8.701 -4.220 -0.1 0.1 -0.1 0.3250
H 3.077 -6.897 -3.039 0.1 -0.1 0.0 0.2710
H 2.727 -8.556 -2.537 0.0 0.0 0.0 0.3683
H 1.533 -7.269 -2.297 0.0 -0.1 0.0 0.2541
H 3.539 -5.149 -4.807 0.0 0.0 0.0 0.2403
H 3.541 -5.467 -6.551 -0.1 0.2 0.0 0.2742
H 3.666 -6.805 -5.438 0.0 0.0 0.2 0.3826
```
Forces are in eV/Å.

Total charge = +1
Gap between HOMO and LUMO = 0.3341 hartree
Strongest force on any atom = 0.082 hartree/bohr


No. 2
Density functional theory data (wB97M-V/def2-TZVPD) for a structure of composition C38H34B3BrINO25.

```
103
Properties=species:S:1:pos:R:3:forces:R:3:mulliken_charge:R:1
C -6.378 -2.366 0.800 -0.4 0.5 1.2 -0.8830
C -7.503 -1.348 0.573 1.9 -1.4 1.1 0.5084
O -7.645 -0.906 -0.515 -0.8 0.9 -1.8 -0.4856
N -8.329 -0.925 1.677 -0.7 0.8 -1.1 0.0854
C -9.695 -0.641 1.104 0.1 -0.2 0.3 -0.7983
B -7.794 0.255 2.321 -0.2 -0.3 2.0 0.4940
O -8.534 1.459 2.406 0.7 -0.5 -1.3 -0.3820
B -7.757 2.399 1.727 -0.4 1.4 0.7 -0.1250
C -8.416 3.296 0.577 -0.8 -0.7 -0.1 -0.4140
C -7.705 2.993 -0.747 -2.8 1.0 0.8 0.1779
O -6.587 2.765 -0.874 3.3 -0.7 -0.4 -0.3489
I -8.932 2.955 -2.543 -0.3 0.1 0.0 -0.0644
O -6.396 2.554 2.006 -0.8 -1.2 -1.0 -0.0435
B -5.859 1.268 2.029 0.9 -0.1 1.2 0.3309
C -4.641 0.755 1.158 0.0 0.8 0.9 -0.8468
C -3.525 1.787 0.872 1.1 -1.7 -0.7 0.3223
C -2.182 0.988 0.742 -0.6 -0.1 0.3 -1.3768
Br -3.246 3.060 2.345 -0.3 0.1 -0.6 -0.1122
O -6.510 0.328 2.869 -0.1 -0.2 -1.9 -0.1773
H -6.637 -3.346 0.386 -0.2 0.2 0.2 0.3919
H -6.224 -2.422 1.887 0.2 -0.3 -0.4 0.2651
H -5.466 -2.034 0.292 -0.3 0.0 0.1 0.1079
H -9.700 0.266 0.490 -0.1 -0.1 0.3 0.2507
H -10.372 -0.563 1.959 0.0 0.1 -0.4 0.2913
H -9.998 -1.461 0.444 0.1 0.0 0.4 0.3110
H -9.468 3.004 0.443 0.3 0.2 0.1 0.3491
H -8.433 4.368 0.822 0.4 -0.2 -0.3 0.4294
H -5.063 0.310 0.238 0.2 0.3 0.1 0.2601
H -4.176 -0.081 1.706 -0.3 0.2 -0.1 0.2154
H -3.653 2.281 -0.096 -0.4 0.5 0.6 0.4039
H -1.724 0.885 1.734 0.1 0.1 -0.3 0.5400
H -1.502 1.424 0.008 0.0 0.1 0.4 0.2948
H -2.430 -0.036 0.421 0.2 0.3 -0.1 0.2818
C -0.615 0.078 -3.719 -0.2 0.1 0.2 -1.0725
C -0.224 -1.044 -4.334 0.3 0.5 -0.1 0.1888
C -0.949 -2.341 -4.141 -0.5 -0.3 0.3 1.0765
O -0.560 -3.325 -4.739 0.3 0.2 -0.1 -0.6268
C -2.092 -2.360 -3.234 0.2 -0.1 -0.2 -0.8612
C -2.481 -1.239 -2.617 -0.3 -0.5 0.1 0.1614
C -1.771 0.063 -2.831 0.4 0.3 -0.3 1.1345
O -2.178 1.054 -2.254 -0.3 -0.2 0.0 -0.5790
O -3.521 -1.215 -1.778 0.3 0.4 -0.1 -0.5021
O 0.832 -1.072 -5.151 -0.3 -0.4 0.2 -0.4366
H -0.101 1.020 -3.851 0.0 0.0 0.0 0.4690
H -2.597 -3.304 -3.089 0.0 0.0 0.0 0.4659
H -3.592 -0.289 -1.474 -0.1 0.0 0.0 0.1783
H 0.903 -1.995 -5.465 0.1 0.1 -0.1 0.3282
C 0.149 4.651 6.557 -0.1 -0.1 -0.2 -1.0176
C 0.035 4.859 7.873 0.5 0.1 -0.2 0.3342
C -1.241 4.576 8.605 -0.6 -0.2 0.0 1.0358
O -1.282 4.767 9.807 0.3 0.1 0.0 -0.6155
C -2.379 4.086 7.838 0.1 0.1 0.2 -0.9134
C -2.269 3.880 6.520 -0.6 -0.1 0.2 0.3109
C -0.983 4.138 5.791 0.6 0.2 0.0 1.0022
O -0.928 3.918 4.597 -0.3 -0.1 0.0 -0.5367
O -3.293 3.434 5.790 0.6 0.1 -0.2 -0.5048
O 1.046 5.329 8.607 -0.5 -0.1 0.2 -0.5711
H 1.065 4.850 6.018 0.0 0.0 0.0 0.4229
H -3.299 3.902 8.375 0.0 0.0 0.0 0.4311
H -2.971 3.360 4.867 -0.1 -0.1 0.1 0.0925
H 0.705 5.386 9.521 0.1 0.0 0.0 0.3541
C 5.826 -0.936 -6.470 -0.3 0.1 0.0 -1.0326
C 6.901 -0.863 -5.677 0.1 -0.3 -0.5 0.3902
C 6.849 -0.178 -4.345 -0.4 0.3 0.4 1.1856
O 7.848 -0.153 -3.646 0.2 -0.3 -0.3 -0.6723
C 5.596 0.438 -3.939 0.3 0.1 -0.2 -0.9781
C 4.523 0.367 -4.730 -0.1 0.3 0.5 0.4953
C 4.564 -0.338 -6.048 0.3 -0.3 -0.3 1.0699
O 3.546 -0.382 -6.713 -0.1 0.1 0.1 -0.6127
O 3.351 0.918 -4.391 0.1 -0.2 -0.4 -0.6453
O 8.077 -1.396 -6.023 -0.1 0.2 0.5 -0.5996
H 5.849 -1.429 -7.432 0.0 0.0 0.0 0.4364
H 5.578 0.940 -2.987 0.0 0.0 0.0 0.3312
H 2.743 0.719 -5.131 0.0 -0.1 0.1 0.2810
H 8.682 -1.208 -5.280 0.0 0.0 -0.1 0.3466
C 7.367 -3.267 -2.049 -0.2 0.1 -0.2 -0.5621
C 8.230 -3.754 -1.150 0.0 0.6 -0.1 0.2107
C 8.321 -5.223 -0.867 -0.2 -0.6 -0.1 0.8456
O 9.136 -5.616 -0.054 0.1 0.3 0.1 -0.6209
C 7.418 -6.118 -1.585 0.2 0.1 0.2 -0.9519
C 6.554 -5.628 -2.481 0.0 -0.6 0.1 0.2978
C 6.482 -4.163 -2.782 0.2 0.6 0.1 1.0495
O 5.689 -3.772 -3.620 -0.1 -0.3 0.0 -0.6459
O 5.711 -6.414 -3.156 0.0 0.5 -0.1 -0.5771
O 9.054 -2.965 -0.458 0.0 -0.5 0.1 -0.5828
H 7.292 -2.210 -2.264 0.0 0.0 0.0 0.3915
H 7.481 -7.174 -1.360 0.0 0.0 0.0 0.4226
H 5.200 -5.817 -3.736 0.0 -0.1 0.0 0.3491
H 9.571 -3.562 0.118 0.0 0.1 0.0 0.3631
C 5.839 0.295 0.610 -0.1 -0.1 -0.3 -0.9943
C 5.681 0.533 1.917 0.6 0.1 -0.2 0.3919
C 4.371 0.292 2.607 -0.6 -0.2 0.0 0.9482
O 4.289 0.508 3.801 0.3 0.1 0.0 -0.6200
C 3.250 -0.188 1.806 0.1 0.1 0.2 -0.9217
C 3.409 -0.421 0.498 -0.6 -0.1 0.2 0.2682
C 4.725 -0.206 -0.184 0.6 0.2 0.1 0.8808
O 4.814 -0.454 -1.373 -0.4 -0.2 0.2 -0.4558
O 2.408 -0.858 -0.272 0.5 0.1 -0.2 -0.5790
O 6.674 0.993 2.679 -0.5 -0.1 0.2 -0.5805
H 6.779 0.462 0.101 0.0 0.0 0.0 0.5314
H 2.306 -0.341 2.310 0.0 0.0 0.0 0.4751
H 2.784 -0.946 -1.170 -0.1 0.0 0.0 0.3172
H 6.301 1.077 3.578 0.1 0.0 0.0 0.3514
```
Forces are in eV/Å.

Gap between HOMO and LUMO = 0.2880 hartree
Strongest force on any atom = 0.066 hartree/bohr


No. 3
Density functional theory data (wB97M-V/def2-TZVPD) for a cluster of 2 separate species, C3H4BrNS2 in total.

```
11
Properties=species:S:1:pos:R:3:forces:R:3:mulliken_charge:R:1
C 0.330 -0.913 1.268 -3.4 -0.9 0.5 0.3121
C -1.087 -0.784 0.812 -0.5 0.9 0.1 -0.4311
C 0.553 -0.630 -1.288 -1.2 1.0 -1.5 -0.1186
N 1.466 -0.920 1.325 2.0 -0.1 0.0 -0.3674
S -0.675 0.414 -0.641 0.9 -1.3 -0.1 0.0516
S 1.847 -0.057 -2.242 -0.9 -0.1 1.5 0.0402
Br -1.024 -1.178 4.210 0.0 0.1 -0.7 -0.6778
H -1.676 -1.667 0.375 1.3 1.1 1.0 0.2484
H -1.724 -0.179 1.542 1.0 -1.0 -0.8 0.3997
H 0.263 -1.658 -1.491 0.3 -0.2 0.7 0.3434
H 1.716 1.087 -1.550 0.6 0.5 -0.5 0.1994
```
Forces are in eV/Å.

Gap between HOMO and LUMO = 0.1342 hartree
Strongest force on any atom = 0.068 hartree/bohr


No. 4
Density functional theory data (wB97M-V/def2-TZVPD) for an isolated molecule of C5H8.

```
13
Properties=species:S:1:pos:R:3:forces:R:3:mulliken_charge:R:1
C 2.115 0.245 -0.609 -4.5 0.1 -1.0 -0.6640
C 0.890 0.953 -0.557 3.7 -1.6 0.3 -0.0848
C -0.482 0.303 -0.524 0.5 0.9 0.0 -0.7019
C -0.643 -0.853 0.418 -0.4 -0.9 0.9 0.1234
C -1.608 -0.680 1.338 0.3 0.8 -0.8 -0.7820
H 3.137 0.678 -0.738 -1.3 -0.5 0.3 0.2862
H 1.820 -0.857 -0.810 1.6 1.5 0.6 0.1414
H 0.920 2.018 -0.545 0.0 0.8 0.1 0.3368
H -0.715 0.156 -1.598 -0.2 -0.8 0.5 0.2897
H -1.335 0.945 -0.168 1.3 0.2 -0.6 0.2621
H -0.041 -1.794 0.518 -0.7 0.8 -1.1 0.2617
H -2.174 -1.490 1.752 0.4 -0.2 1.1 0.2855
H -1.885 0.376 1.524 -0.7 -0.9 -0.2 0.2460
```
Forces are in eV/Å.

Gap between HOMO and LUMO = 0.3827 hartree
Strongest force on any atom = 0.090 hartree/bohr
SMILES = C=CCC=C


Energy relative to the best compared isomer or geometry (same formula, charge and spin) for every record listed, in sequence, given in kJ/mol: 0.0 0.0 261.9 227.7.